Entry 1:
{"formula": "C42H38BiF5GeN2OS2Se2", "method": "ωB97M-V/def2-TZVPD", "total_energy_ha": -10198.0908, "charge": -2, "gap_ev": 4.83, "symbols": ["Bi", "C", "C", "N", "N", "C", "S", "S", "C", "C", "C", "C", "C", "C", "C", "C", "C", "C", "C", "C", "C", "O", "H", "H", "H", "H", "H", "H", "H", "H", "H", "H", "H", "H", "H", "H", "F", "C", "C", "F", "C", "F", "C", "Se", "C", "F", "C", "F", "C", "Ge", "C", "C", "C", "Se", "C", "H", "H", "H", "H", "H", "H", "H", "H", "H", "H", "H", "H", "H", "H", "C", "C", "C", "C", "C", "C", "C", "C", "C", "C", "C", "C", "C", "C", "C", "H", "H", "H", "H", "H", "H", "H", "H", "H", "H"], "positions_angstrom": [[0.092, 0.418, 0.374], [0.191, 3.215, 4.042], [-0.184, 2.056, 3.156], [0.745, 1.525, 2.419], [2.021, 2.015, 2.632], [2.834, 1.936, 1.642], [2.554, 1.388, 0.029], [4.502, 2.483, 1.892], [4.511, 2.942, 3.655], [4.949, 1.837, 4.575], [4.050, 0.879, 5.039], [4.479, -0.143, 5.872], [5.810, -0.224, 6.259], [6.712, 0.727, 5.804], [6.282, 1.747, 4.968], [-1.542, 1.512, 3.192], [-2.595, 2.286, 3.717], [-3.853, 1.777, 3.929], [-4.095, 0.430, 3.632], [-3.110, -0.348, 3.083], [-1.826, 0.175, 2.777], [-0.981, -0.576, 2.145], [0.637, 4.002, 3.434], [0.947, 2.888, 4.757], [-0.656, 3.613, 4.586], [3.508, 3.293, 3.888], [5.207, 3.779, 3.718], [3.019, 0.929, 4.717], [3.769, -0.886, 6.211], [6.143, -1.026, 6.905], [7.755, 0.671, 6.094], [6.992, 2.484, 4.608], [-2.428, 3.334, 3.918], [-4.643, 2.415, 4.303], [-5.077, 0.005, 3.812], [-3.290, -1.380, 2.808], [-5.930, 6.966, -2.754], [-4.988, 6.218, -2.146], [-4.134, 5.422, -2.885], [-4.248, 5.402, -4.226], [-3.172, 4.659, -2.248], [-2.381, 3.920, -3.042], [-3.003, 4.634, -0.861], [-1.701, 3.579, 0.001], [-3.888, 5.457, -0.158], [-3.829, 5.530, 1.181], [-4.855, 6.231, -0.771], [-5.677, 7.008, -0.039], [-2.826, -0.946, -0.891], [-2.535, -0.988, -2.822], [-3.381, -2.603, -3.557], [-3.437, 0.563, -3.617], [-0.656, -1.142, -3.376], [0.649, 0.221, -2.904], [-0.050, 1.693, -3.966], [-3.854, -1.255, -0.689], [-2.708, 0.066, -0.498], [-2.158, -1.629, -0.362], [-4.452, -2.605, -3.343], [-2.933, -3.496, -3.118], [-3.243, -2.653, -4.639], [-4.518, 0.427, -3.531], [-3.186, 0.666, -4.674], [-3.169, 1.485, -3.100], [-0.622, -1.270, -4.461], [-0.252, -2.058, -2.936], [-1.073, 1.915, -3.681], [0.014, 1.451, -5.026], [0.568, 2.560, -3.743], [0.920, -1.553, 0.117], [1.152, -2.481, -0.660], [1.379, -3.532, -1.551], [0.301, -4.485, -1.728], [-0.706, -4.613, -0.742], [-1.773, -5.479, -0.890], [-1.916, -6.259, -2.035], [-0.958, -6.128, -3.034], [0.118, -5.269, -2.892], [2.663, -3.570, -2.241], [3.464, -2.411, -2.329], [4.702, -2.424, -2.944], [5.216, -3.591, -3.501], [4.461, -4.753, -3.400], [3.222, -4.748, -2.781], [-0.620, -4.012, 0.156], [-2.512, -5.546, -0.099], [-2.756, -6.933, -2.150], [-1.060, -6.696, -3.954], [0.814, -5.163, -3.712], [3.094, -1.492, -1.893], [5.275, -1.505, -2.990], [6.185, -3.597, -3.986], [4.851, -5.686, -3.794], [2.686, -5.681, -2.675]], "forces_ev_per_angstrom": [[-0.2, -0.4, -0.1], [0.0, 0.0, 0.0], [0.1, -0.1, 0.0], [0.0, 0.1, 0.0], [0.1, 0.0, 0.1], [-0.1, 0.0, 0.0], [0.1, 0.1, 0.0], [0.0, 0.0, 0.0], [0.0, 0.0, -0.1], [0.0, 0.0, 0.0], [0.0, 0.0, 0.0], [0.0, 0.0, 0.0], [0.0, 0.0, 0.0], [0.0, 0.0, 0.0], [0.0, 0.0, 0.0], [-0.1, -0.1, 0.0], [0.0, 0.0, 0.0], [0.0, 0.0, 0.0], [0.0, 0.0, 0.0], [0.0, 0.0, 0.0], [-0.1, 0.1, 0.1], [0.1, 0.0, -0.1], [0.0, 0.0, 0.0], [0.0, 0.0, 0.0], [0.0, 0.0, 0.0], [0.0, 0.0, 0.0], [0.0, 0.0, 0.0], [0.0, 0.0, 0.0], [0.0, 0.0, 0.0], [0.0, 0.0, 0.0], [0.0, 0.0, 0.0], [0.0, 0.0, 0.0], [0.0, 0.0, 0.0], [0.0, 0.0, 0.0], [0.0, 0.0, 0.0], [0.0, 0.0, 0.0], [0.0, 0.0, 0.0], [0.0, 0.0, 0.0], [0.0, 0.0, 0.0], [0.0, 0.0, 0.0], [0.0, 0.0, 0.0], [0.0, 0.0, 0.0], [-0.1, 0.0, 0.0], [0.0, 0.0, -0.1], [0.0, 0.0, 0.0], [0.0, 0.0, 0.0], [0.0, 0.0, 0.0], [0.0, 0.0, 0.0], [0.1, 0.0, 0.0], [-0.1, 0.0, -0.1], [0.1, 0.0, 0.0], [0.0, 0.0, 0.0], [0.0, 0.0, 0.0], [0.0, 0.1, 0.0], [0.0, 0.0, 0.1], [0.0, 0.0, 0.0], [0.0, 0.0, 0.0], [0.0, 0.0, 0.0], [0.0, 0.0, 0.0], [0.0, 0.0, 0.0], [0.0, 0.0, 0.0], [0.0, 0.0, 0.0], [0.0, 0.0, 0.0], [0.0, 0.0, 0.0], [0.0, 0.0, 0.0], [0.0, 0.0, 0.0], [0.0, 0.0, 0.0], [0.0, 0.0, 0.0], [0.0, 0.0, 0.0], [0.1, 0.0, 0.2], [-0.1, 0.1, -0.2], [0.1, 0.0, 0.0], [-0.1, 0.0, 0.0], [0.0, 0.0, 0.0], [0.0, 0.0, 0.0], [0.0, 0.0, 0.0], [0.0, 0.0, 0.0], [0.1, 0.1, 0.1], [-0.1, -0.1, 0.1], [0.0, 0.0, 0.0], [0.0, 0.0, 0.0], [0.0, 0.0, 0.0], [0.0, 0.0, 0.0], [-0.1, 0.0, 0.0], [0.0, 0.0, 0.0], [0.0, 0.0, 0.0], [0.0, 0.0, 0.0], [0.0, 0.0, 0.0], [0.1, 0.0, 0.0], [0.0, 0.0, 0.0], [0.0, 0.0, 0.0], [0.0, 0.0, 0.0], [0.0, 0.0, 0.0], [0.0, 0.0, 0.0]]}

Entry 2:
{"formula": "C42H38N7OS2Ti", "method": "ωB97M-V/def2-TZVPD", "total_energy_ha": -3727.7196, "charge": -1, "gap_ev": [3.97, 3.93], "symbols": ["Ti", "C", "C", "N", "N", "C", "O", "C", "C", "C", "C", "C", "C", "C", "C", "C", "C", "C", "N", "H", "H", "H", "H", "H", "H", "H", "H", "H", "H", "H", "H", "S", "C", "C", "C", "C", "C", "N", "H", "H", "H", "H", "C", "C", "C", "C", "C", "C", "C", "N", "C", "N", "C", "C", "C", "C", "C", "C", "C", "N", "C", "C", "C", "C", "C", "C", "C", "H", "H", "H", "H", "H", "H", "H", "H", "H", "H", "H", "H", "H", "H", "H", "H", "H", "H", "H", "H", "H", "H", "S", "C"], "positions_angstrom": [[0.083, 0.196, -0.047], [2.714, 3.338, -1.183], [1.714, 2.508, -0.421], [0.843, 1.692, -1.032], [0.691, 1.717, -2.368], [-0.105, 0.731, -2.731], [-0.540, -0.104, -1.847], [-0.499, 0.565, -4.131], [-0.926, -0.695, -4.555], [-1.365, -0.891, -5.848], [-1.417, 0.173, -6.736], [-0.990, 1.428, -6.327], [-0.523, 1.626, -5.042], [1.545, 2.548, 0.966], [2.327, 3.338, 1.854], [2.003, 3.395, 3.176], [0.864, 2.696, 3.629], [0.155, 1.941, 2.725], [0.472, 1.801, 1.437], [2.497, 3.245, -2.246], [3.736, 3.000, -0.998], [2.656, 4.386, -0.889], [-0.896, -1.513, -3.849], [-1.667, -1.878, -6.171], [-1.778, 0.021, -7.745], [-1.028, 2.254, -7.026], [-0.185, 2.601, -4.726], [3.174, 3.886, 1.467], [2.591, 3.972, 3.877], [0.560, 2.738, 4.664], [-0.732, 1.412, 3.056], [-0.307, -2.536, -0.347], [1.221, -2.183, -0.970], [1.992, -3.153, -1.649], [3.212, -2.807, -2.165], [3.682, -1.502, -1.973], [2.881, -0.607, -1.296], [1.682, -0.917, -0.807], [1.577, -4.144, -1.759], [3.808, -3.527, -2.711], [4.648, -1.198, -2.345], [3.217, 0.415, -1.137], [-2.782, -3.574, 1.687], [-3.993, -3.062, 2.398], [-4.782, -3.940, 3.133], [-5.979, -3.545, 3.703], [-6.414, -2.242, 3.536], [-5.635, -1.343, 2.838], [-4.419, -1.731, 2.275], [-3.743, -0.773, 1.513], [-2.405, -0.518, 1.447], [-1.696, -0.958, 2.507], [-0.308, -1.042, 2.753], [0.635, -0.715, 1.766], [1.971, -0.875, 2.154], [2.347, -1.304, 3.418], [1.382, -1.565, 4.373], [0.039, -1.442, 4.054], [-1.000, -1.681, 5.121], [-1.901, 0.266, 0.522], [-2.660, 0.564, -0.621], [-4.791, -0.752, -1.347], [-3.938, -0.219, -2.640], [-3.839, 1.105, -3.154], [-3.285, 2.093, -2.396], [-2.659, 1.850, -1.153], [-2.049, 3.003, -0.410], [-2.904, -4.628, 1.450], [-1.869, -3.472, 2.274], [-2.622, -3.027, 0.759], [-4.457, -4.967, 3.230], [-6.591, -4.261, 4.234], [-7.362, -1.930, 3.951], [-5.974, -0.333, 2.675], [-4.375, -0.200, 0.933], [-2.268, -1.408, 3.210], [2.767, -0.650, 1.444], [3.396, -1.409, 3.669], [1.669, -1.849, 5.378], [-0.518, -1.952, 6.061], [-1.687, -2.489, 4.857], [-1.585, -0.773, 5.287], [-5.153, -1.751, -1.562], [-4.005, -1.009, -3.378], [-4.177, 1.298, -4.164], [-3.244, 3.099, -2.795], [-1.590, 3.695, -1.115], [-1.292, 2.650, 0.294], [-2.820, 3.540, 0.149], [-5.898, 0.224, -0.455], [-3.361, -0.472, -1.307]], "forces_ev_per_angstrom": [[0.6, 0.2, 1.7], [-0.3, -0.3, 0.2], [0.9, 1.1, 0.8], [-0.7, -0.7, -0.1], [-0.4, -0.1, -1.4], [1.0, 1.0, 0.4], [-0.8, 0.0, -1.4], [-0.2, -0.2, -0.4], [0.1, 0.1, 0.3], [-0.1, 0.0, -0.3], [0.0, -0.1, -0.1], [0.0, 0.0, -0.2], [0.1, -0.1, 0.3], [-0.1, 0.1, -1.0], [0.2, 0.1, 0.4], [0.1, 0.0, -0.4], [-0.4, -0.2, 0.0], [-0.1, 0.2, 0.7], [0.4, 0.1, -0.6], [0.1, 0.1, 0.0], [0.1, 0.0, 0.0], [0.0, 0.1, -0.1], [0.0, 0.0, 0.1], [-0.1, -0.1, 0.0], [0.0, 0.0, 0.0], [0.0, 0.1, 0.0], [0.0, 0.1, 0.1], [0.1, 0.0, -0.1], [0.1, 0.1, 0.0], [-0.1, 0.0, 0.0], [0.1, -0.1, 0.0], [-0.6, -0.1, 0.2], [0.3, -0.2, -0.1], [0.1, 0.2, -0.1], [0.0, 0.1, 0.1], [0.0, 0.0, 0.1], [0.6, 0.2, -0.2], [0.5, -1.1, -0.4], [0.0, 0.0, 0.0], [0.0, -0.1, 0.0], [0.0, 0.1, 0.0], [-0.1, 0.0, 0.0], [0.0, -0.1, 0.0], [0.0, 0.0, -0.1], [-0.1, 0.0, 0.1], [0.0, -0.1, 0.0], [0.0, 0.1, 0.1], [0.0, 0.0, 0.0], [-0.1, -0.4, 0.4], [0.4, 0.2, -0.5], [-0.5, 0.1, 1.2], [-0.5, -0.1, -0.1], [0.8, -0.1, 0.0], [0.0, -0.7, 1.1], [0.1, 0.0, 0.0], [0.1, 0.1, -0.1], [0.0, 0.0, 0.0], [-0.1, 0.0, 0.0], [0.1, 0.1, -0.1], [-0.8, 0.0, 0.1], [-0.2, -0.3, -0.2], [-0.4, -0.2, 2.0], [1.6, 0.6, -0.6], [-0.2, -0.4, 0.1], [0.1, -0.1, 0.0], [-0.1, 0.0, -0.1], [0.0, -0.2, 0.2], [0.0, -0.1, 0.0], [0.1, 0.0, 0.0], [0.0, -0.1, -0.1], [0.0, -0.1, 0.0], [0.0, 0.0, 0.1], [-0.1, 0.1, 0.0], [0.0, 0.2, 0.0], [0.1, 0.1, 0.1], [0.0, 0.1, -0.2], [-0.1, 0.0, 0.1], [0.0, 0.0, 0.0], [0.0, -0.1, 0.0], [0.0, 0.0, 0.0], [-0.1, -0.1, 0.0], [-0.1, 0.0, 0.1], [0.2, 0.0, -0.6], [-0.3, -0.1, 0.2], [0.1, 0.0, 0.0], [0.0, 0.1, 0.0], [0.0, 0.0, 0.0], [-0.1, 0.2, -0.1], [-0.1, 0.0, 0.0], [-0.3, -0.1, -0.1], [-1.2, 0.8, -1.2]]}

- Which formula does entry 1 have?
  C42H38BiF5GeN2OS2Se2